{"formula": "C30H90FeNO33", "method": "ωB97M-V with the def2-TZVPD basis set", "multiplicity": 5, "homo_energy_ha": [-0.3922, -0.3922], "largest_force_ev_per_a": 5.469, "orbital_gap_ev": [8.42, 8.40], "charge": 1, "symbols": ["Fe", "N", "O", "O", "O", "C", "C", "O", "O", "H", "H", "H", "H", "H", "H", "C", "C", "O", "O", "H", "H", "H", "H", "H", "H", "C", "C", "O", "O", "H", "H", "H", "H", "H", "H", "C", "C", "O", "O", "H", "H", "H", "H", "H", "H", "C", "C", "O", "O", "H", "H", "H", "H", "H", "H", "C", "C", "O", "O", "H", "H", "H", "H", "H", "H", "C", "C", "O", "O", "H", "H", "H", "H", "H", "H", "C", "C", "O", "O", "H", "H", "H", "H", "H", "H", "C", "C", "O", "O", "H", "H", "H", "H", "H", "H", "C", "C", "O", "O", "H", "H", "H", "H", "H", "H", "C", "C", "O", "O", "H", "H", "H", "H", "H", "H", "C", "C", "O", "O", "H", "H", "H", "H", "H", "H", "C", "C", "O", "O", "H", "H", "H", "H", "H", "H", "C", "C", "O", "O", "H", "H", "H", "H", "H", "H", "C", "C", "O", "O", "H", "H", "H", "H", "H", "H"], "coordinates": [[-9.92678, -11.90433, 5.12738], [-11.26668, -9.39515, 6.65938], [-11.93714, -9.48994, 7.61743], [-10.73494, -10.33299, 6.14703], [-11.11885, -8.30195, 6.11648], [-8.03951, -13.69378, 7.11813], [-6.90729, -13.20540, 7.94307], [-6.16292, -12.17808, 7.33153], [-9.00417, -12.61266, 6.92474], [-8.60731, -14.50181, 7.57942], [-7.68140, -14.11003, 6.17654], [-6.17378, -13.99006, 8.12846], [-7.15892, -12.85443, 8.94388], [-6.72014, -11.39677, 7.35685], [-9.04971, -12.24656, 7.81102], [-12.73800, -6.86701, 2.19554], [-13.53932, -6.55833, 3.44890], [-14.82628, -7.20836, 3.49430], [-13.02703, -5.97783, 1.11634], [-13.02719, -7.87910, 1.91244], [-11.66974, -6.94442, 2.39782], [-13.80612, -5.50217, 3.48712], [-13.00584, -6.57958, 4.39919], [-15.21815, -7.24184, 2.61856], [-12.96663, -6.33799, 0.22851], [-13.85424, -11.85580, 1.86865], [-14.22189, -10.89870, 3.03805], [-13.69546, -11.48215, 4.16584], [-12.40466, -11.71978, 1.58826], [-14.45987, -11.50655, 1.03238], [-14.22394, -12.86251, 2.06354], [-15.30047, -10.85374, 3.18888], [-13.78253, -9.91110, 2.89770], [-13.93681, -10.96409, 4.93718], [-12.16658, -12.31338, 0.87232], [-6.50088, -10.37319, 11.33095], [-6.86500, -9.90228, 12.74374], [-7.37087, -10.91774, 13.56066], [-7.60391, -10.12116, 10.46491], [-6.23057, -11.42876, 11.35959], [-5.68308, -9.76066, 10.95133], [-7.49995, -9.01633, 12.74965], [-5.96476, -9.48198, 13.19207], [-8.29961, -10.73253, 13.71793], [-8.44560, -10.47615, 10.76009], [-7.55139, -8.68910, 7.28942], [-6.16894, -8.60354, 6.73550], [-5.84414, -9.42766, 5.67005], [-7.90536, -9.97537, 7.67478], [-8.29464, -8.39982, 6.54646], [-7.68437, -7.98670, 8.11226], [-5.45885, -8.84455, 7.52657], [-6.06554, -7.57072, 6.40279], [-5.08697, -8.97932, 5.28627], [-7.91697, -10.00098, 8.63437], [-11.58166, -14.01783, 4.56942], [-10.18960, -14.65919, 4.34186], [-9.23864, -13.61545, 4.08538], [-11.57634, -13.04443, 5.56615], [-12.14915, -14.89093, 4.89155], [-11.98428, -13.62373, 3.63630], [-10.29900, -15.31889, 3.48109], [-9.83025, -15.12188, 5.26104], [-8.38011, -13.98776, 3.87111], [-12.12193, -13.37666, 6.28277], [-11.06251, -11.76198, 10.01049], [-10.68705, -10.36508, 10.42828], [-10.22689, -10.47328, 11.71163], [-9.88101, -12.62259, 9.85901], [-11.66753, -11.66333, 9.10920], [-11.63822, -12.21756, 10.81616], [-11.54368, -9.69115, 10.43916], [-9.94392, -9.92958, 9.76031], [-10.99356, -10.49433, 12.28901], [-9.60446, -12.93009, 10.72537], [-8.01301, -10.82942, 3.18659], [-9.41289, -10.30273, 2.74264], [-10.55637, -11.08358, 3.26345], [-8.13291, -10.95977, 4.61883], [-7.27362, -10.06413, 2.95052], [-7.73508, -11.72790, 2.63561], [-9.45713, -10.25837, 1.65444], [-9.45146, -9.28171, 3.12229], [-11.30152, -11.00081, 2.66386], [-7.30634, -10.60058, 4.94954], [-13.76767, -13.84008, 8.23220], [-14.92694, -14.83827, 8.54854], [-14.54018, -15.67573, 9.61753], [-12.76014, -14.38506, 7.36973], [-13.26760, -13.47966, 9.13116], [-14.16647, -12.93093, 7.78220], [-15.27192, -15.49910, 7.75332], [-15.77910, -14.27211, 8.92457], [-15.21475, -16.19777, 10.05799], [-12.46138, -15.20470, 7.77036], [-15.99823, -9.20715, 7.97958], [-15.24719, -9.36895, 6.63534], [-14.46277, -10.60092, 6.52030], [-17.11668, -10.02437, 8.07633], [-16.20570, -8.14638, 8.12043], [-15.33163, -9.60428, 8.74510], [-14.50987, -8.56870, 6.57155], [-15.87088, -9.31820, 5.74286], [-13.74137, -10.41895, 7.12698], [-17.82725, -9.60517, 7.58546], [-10.51588, -3.51280, 3.44018], [-11.98926, -3.03209, 3.17543], [-12.41627, -3.33368, 1.84029], [-9.71561, -3.24081, 2.32071], [-10.46127, -4.60044, 3.48669], [-10.02599, -2.95866, 4.24082], [-12.09617, -1.94757, 3.19737], [-12.76285, -3.40927, 3.84431], [-12.94196, -4.13680, 1.82490], [-10.15087, -3.70018, 1.59881], [-11.43645, -5.44570, 8.26973], [-10.70521, -4.98494, 6.92402], [-11.21770, -5.50931, 5.73747], [-10.95197, -6.67476, 8.78591], [-12.51261, -5.57472, 8.15421], [-11.28373, -4.61623, 8.96021], [-9.64497, -5.20704, 7.04518], [-10.83856, -3.90325, 6.94022], [-11.25428, -6.46486, 5.82229], [-11.18476, -7.39081, 8.19036], [-16.47387, -12.03603, 11.16688], [-14.96309, -12.00919, 10.86418], [-14.34488, -10.87813, 11.51047], [-16.75660, -12.61817, 12.41933], [-17.07821, -12.55765, 10.42474], [-16.86229, -11.01768, 11.18121], [-14.95961, -11.76059, 9.80291], [-14.58950, -13.02316, 11.00693], [-14.43465, -10.96256, 12.46252], [-16.24541, -12.21192, 13.12306], [-9.41824, -6.97441, 11.72121], [-10.90145, -7.00094, 12.33989], [-11.12579, -7.97101, 13.32317], [-9.42012, -5.76283, 10.90674], [-9.30691, -7.86310, 11.09998], [-8.63980, -6.92318, 12.48247], [-11.69852, -7.06950, 11.59958], [-11.07512, -6.02704, 12.79753], [-12.04177, -7.94589, 13.60945], [-9.94790, -5.86406, 10.11126], [-16.08548, -5.64553, 6.33339], [-16.38440, -4.19407, 6.06049], [-15.60727, -3.69699, 4.89097], [-16.59177, -6.47238, 5.30884], [-16.54942, -5.88526, 7.29015], [-15.01403, -5.72989, 6.51498], [-15.84751, -3.65791, 6.84304], [-17.40119, -3.80572, 6.00215], [-15.73172, -4.31188, 4.16433], [-15.93836, -6.78598, 4.67931]]}